Entry 1:
Formula: C21H35BO2P2Pt
Source: OMol25
Level of theory: ωB97M-V/def2-TZVPD

Each line ends with the Mulliken charge.
Geometry (Å):
1 Pt -0.81 0.19 -3.33  1.2765
2 P 0.64 2.13 -2.35  0.8705
3 P 2.01 -1.27 -2.04  1.2129
4 O 0.40 0.23 0.22  -0.3990
5 O -1.93 1.00 0.20  -0.6549
6 C -1.39 -1.38 -0.80  -1.1057
7 C -2.00 1.64 -4.77  -0.6160
8 C -2.86 -0.60 -5.65  -0.7698
9 C 1.62 -2.93 -2.73  -1.4538
10 C -3.22 0.76 -5.03  -0.9923
11 C 1.03 2.99 -0.76  -1.1475
12 C -0.52 3.42 -2.89  -1.1176
13 C -0.04 0.58 1.46  0.2299
14 C -0.28 0.75 -6.52  -1.1857
15 C 0.10 1.76 3.53  -0.4938
16 C -0.48 -1.50 -5.33  -0.4106
17 C 0.72 1.01 2.54  -0.7751
18 C 2.61 1.52 -2.91  -1.0225
19 C 2.87 -0.02 -3.23  -1.0060
20 C -1.30 1.88 3.58  -0.4423
21 C -2.09 1.32 2.58  -1.1042
22 C -1.44 0.89 1.42  1.0939
23 C 0.07 -0.77 -6.49  -1.0822
24 C 3.07 -1.65 -0.67  -1.4839
25 C -1.72 -1.16 -4.78  -0.8673
26 C -0.68 1.27 -5.18  -0.4424
27 B -0.86 0.08 -0.76  -0.2874
28 H 2.14 -3.19 -3.63  0.4442
29 H -1.24 -1.99 -1.69  0.4027
30 H -2.22 -1.66 -3.96  1.1074
31 H -2.26 2.68 -4.70  0.8753
32 H -3.65 0.55 -4.04  0.2163
33 H 0.45 3.92 -0.60  0.4812
34 H 0.57 -3.16 -2.97  0.2620
35 H 3.09 1.62 -1.97  0.5295
36 H 3.85 -0.89 -0.50  0.4472
37 H -1.11 -1.90 0.11  0.3868
38 H 2.11 3.29 -0.82  0.5175
39 H -1.09 0.90 -7.23  0.4101
40 H 2.85 -0.26 -4.28  0.3985
41 H 3.62 -2.57 -0.85  0.5140
42 H 0.93 2.39 0.16  0.0201
43 H -3.16 1.19 2.70  0.4544
44 H 2.92 2.21 -3.72  0.4816
45 H 0.21 1.83 -4.76  0.7777
46 H 0.68 2.18 4.34  0.4366
47 H -0.28 -1.13 -7.48  0.3637
48 H 0.65 1.28 -6.82  0.3691
49 H 1.16 -0.97 -6.42  0.4710
50 H -0.12 3.96 -3.72  0.3731
51 H -0.04 -2.46 -5.14  0.7358
52 H -3.99 1.23 -5.67  0.4918
53 H 2.41 -1.68 0.13  0.4220
54 H 1.77 0.76 2.69  0.4569
55 H -0.67 4.04 -2.01  0.4732
56 H 1.89 -3.53 -1.86  0.5398
57 H -1.51 3.03 -3.04  0.2346
58 H -3.76 -1.22 -5.60  0.3940
59 H -2.61 -0.52 -6.72  0.3015
60 H -1.76 2.31 4.46  0.4275
61 H 3.86 -0.28 -2.92  0.7014
62 H -2.47 -1.22 -0.91  0.2581

Calculated values
- total charge = +2
- E (eV) = -48917.527
- relative energy (zero: lowest compared OMol25 entry of this formula, charge and spin) (kcal per mole) = 58.6
- E_HOMO (alpha / beta) (Eh) = -0.42762 / -0.53200
- multiplicity = 5
- gap between HOMO and LUMO (alpha / beta) (eV) = 6.1 / 5.8



Entry 2:
Formula: C23H39MoN2O3P3
Source: OMol25
Level of theory: ωB97M-V/def2-TZVPD

Each line ends with the Mulliken charge.
Geometry (Å):
1 Mo 0.60 0.16 -2.56  0.5352
2 P -1.39 3.77 0.13  0.6043
3 P -2.39 -2.54 0.49  0.8335
4 P 3.49 -2.49 0.57  0.5753
5 O 1.65 -2.76 5.37  -0.5728
6 O 1.33 1.45 0.66  -0.1506
7 O -2.12 0.41 0.71  -0.0920
8 N -0.30 -2.49 6.53  -0.3836
9 N -0.23 1.45 3.35  -0.3608
10 C -1.22 0.66 3.77  -0.9915
11 C 0.65 -2.09 5.62  0.0571
12 C -0.99 -0.47 4.57  -0.5614
13 C 0.33 -0.81 4.90  1.0213
14 C 4.08 -0.93 -0.29  -0.7670
15 C 3.81 -2.04 2.29  -0.9091
16 C 1.35 0.04 4.45  -0.3466
17 C 1.02 1.07 -4.38  -0.6124
18 C 1.47 -0.29 -4.37  -0.3625
19 C -2.12 -0.71 0.37  0.4646
20 C -0.56 5.26 -0.54  -1.0346
21 C -0.86 -3.36 -0.01  -0.8990
22 C -0.33 1.36 -4.01  -0.5249
23 C 4.65 -3.74 0.02  -1.0955
24 C -1.70 3.83 1.92  -0.3426
25 C -3.75 -3.01 -0.59  -1.1305
26 C 1.03 1.17 3.69  -0.8628
27 C -2.98 3.62 -0.82  -1.0290
28 C 0.84 1.35 -0.37  0.4708
29 C -0.73 -1.03 -3.65  -0.2543
30 C 0.58 -1.33 -4.04  -0.6067
31 C -1.18 0.30 -3.63  -0.6079
32 C -2.75 -2.86 2.23  -1.1685
33 H -2.79 3.98 2.08  0.4300
34 H -4.58 -2.29 -0.52  0.4766
35 H -1.38 -1.85 -3.39  0.6664
36 H 4.67 -2.64 2.61  0.4082
37 H 4.04 -0.08 0.43  0.2892
38 H -2.70 3.33 -1.87  0.2876
39 H -3.40 -3.04 -1.63  0.3362
40 H 1.80 1.87 3.36  0.5373
41 H -4.15 -4.00 -0.33  0.4341
42 H -1.85 -1.05 4.92  0.5413
43 H 0.89 -2.37 -4.09  0.4768
44 H 5.11 -1.08 -0.65  0.4087
45 H -1.08 4.62 2.38  0.4014
46 H -0.99 -4.46 -0.03  0.4509
47 H 4.04 -4.62 -0.25  0.3368
48 H -1.82 -2.93 2.81  0.3318
49 H -2.18 0.48 -3.25  0.4978
50 H 3.44 -0.65 -1.16  -0.0358
51 H 4.01 -0.96 2.38  0.3387
52 H -0.04 -3.12 0.68  0.3121
53 H -1.06 6.18 -0.27  0.4324
54 H 0.48 5.26 -0.16  0.3824
55 H 2.92 -2.29 2.89  0.1616
56 H -3.36 -2.05 2.64  0.4738
57 H 1.76 1.86 -4.58  0.4417
58 H -0.04 -3.26 7.14  0.2803
59 H -3.30 -3.80 2.37  0.4780
60 H -2.25 0.93 3.49  0.5903
61 H -0.68 2.38 -3.82  0.4606
62 H 2.49 -0.57 -4.66  0.5532
63 H 5.30 -3.98 0.86  0.3844
64 H 2.39 -0.17 4.70  0.6498
65 H -1.34 2.84 2.34  -0.0714
66 H -0.54 5.14 -1.64  0.3681
67 H -3.58 4.54 -0.85  0.4298
68 H -0.57 -3.02 -1.03  0.2490
69 H 5.20 -3.40 -0.86  0.3760
70 H -0.98 -1.84 6.89  0.2268
71 H -3.58 2.79 -0.39  0.3115

Calculated values
- total charge = +4
- E (eV) = -63280.645
- relative energy (zero: lowest compared OMol25 entry of this formula, charge and spin) (kcal per mole) = 48.4
- E_HOMO (alpha / beta) (Eh) = -0.65531 / -0.65653
- multiplicity = 3
- gap between HOMO and LUMO (alpha / beta) (eV) = 2.8 / 2.8



Entry 3:
Formula: C3H7N3O2
Source: OMol25
Level of theory: ωB97M-V/def2-TZVPD

Each line ends with the Mulliken charge.
Geometry (Å):
1 O 2.11 0.92 0.22  -0.4984
2 O 0.15 -0.33 0.16  -0.2433
3 N 1.98 -1.33 -0.33  -0.5139
4 N -1.91 0.07 -0.04  -0.1227
5 N -0.73 2.05 -0.21  -0.7494
6 C -2.13 -1.32 0.10  -0.7641
7 C 1.49 -0.08 0.17  0.5110
8 C -0.79 0.74 -0.13  0.4314
9 H 1.10 -1.99 -0.13  0.2807
10 H 3.07 -1.96 -0.21  0.3140
11 H -2.06 -1.46 1.12  0.3279
12 H -3.11 -1.74 -0.12  0.3291
13 H -2.79 0.54 -0.08  0.2202
14 H -1.40 -2.01 -0.41  0.1842
15 H 0.27 2.38 0.07  0.2934

Calculated values
- total charge = 0
- SMILES = [H]/N=C(/NC)OC(N)=O
- E (eV) = -11787.653
- relative energy (zero: lowest compared OMol25 entry of this formula, charge and spin) (kcal per mole) = 84.4
- E_HOMO (Eh) = -0.32958
- multiplicity = 1
- gap between HOMO and LUMO (eV) = 9.5



Entry 4:
Formula: C6H17BaF3O7
Source: OMol25
Level of theory: ωB97M-V/def2-TZVPD

Each line ends with the Mulliken charge.
Geometry (Å):
1 Ba 17.61 -42.00 13.63  1.4254
2 F 14.68 -39.52 16.61  -0.2775
3 F 15.02 -40.48 18.39  -0.2616
4 F 13.27 -41.00 17.22  -0.3166
5 O 15.09 -42.01 15.09  -0.0695
6 O 16.56 -39.82 12.31  -0.4005
7 O 16.49 -42.94 11.13  -0.3502
8 O 16.83 -41.74 16.45  -0.7718
9 O 19.39 -41.83 11.67  -0.8114
10 O 19.82 -42.96 14.89  -0.9109
11 O 19.20 -40.08 14.66  -0.9747
12 C 15.87 -38.92 13.22  -0.5407
13 C 14.59 -40.68 17.21  0.7898
14 C 13.42 -42.52 13.42  -0.9326
15 C 15.71 -42.19 10.23  -0.7439
16 C 13.88 -42.75 14.88  -0.3122
17 C 15.44 -41.82 16.54  -0.1472
18 H 16.61 -39.41 11.44  0.1953
19 H 13.25 -41.45 13.29  0.2369
20 H 14.16 -42.85 12.68  0.0314
21 H 15.26 -42.82 9.46  0.3222
22 H 18.94 -39.61 13.84  0.1281
23 H 14.07 -43.81 15.11  0.3121
24 H 16.49 -38.92 14.11  0.2591
25 H 12.51 -43.09 13.23  0.4312
26 H 15.27 -42.79 17.01  0.1648
27 H 19.88 -43.93 14.94  0.0507
28 H 14.94 -41.58 10.70  0.2354
29 H 12.97 -42.41 15.37  0.2069
30 H 14.87 -39.22 13.53  0.1292
31 H 17.09 -43.55 10.70  0.1808
32 H 19.53 -42.10 10.74  -0.0196
33 H 16.32 -41.64 9.51  0.3550
34 H 15.97 -37.89 12.88  0.3866

Calculated values
- total charge = -2
- E (eV) = -29672.746
- E_HOMO (Eh) = 0.02022
- multiplicity = 1
- gap between HOMO and LUMO (eV) = 3.7



Entry 5:
Formula: C26H44BrFeN3OP2
Source: OMol25
Level of theory: ωB97M-V/def2-TZVPD

Each line ends with the Mulliken charge.
Geometry (Å):
1 Br 2.04 2.35 0.15  -0.1565
2 Fe -0.48 0.01 -2.29  -0.8203
3 P -0.65 -1.99 -1.40  1.0877
4 P 5.03 -0.74 -1.01  0.2087
5 O -1.41 -0.17 1.85  -0.5630
6 N -6.65 4.89 -5.83  -0.5568
7 N 0.20 0.90 3.09  -0.3370
8 N -1.26 -0.55 4.10  -0.4437
9 C -0.68 1.79 -0.77  -0.0430
10 C -2.41 -1.89 -1.76  -1.1769
11 C 5.15 -2.18 -3.33  -1.3387
12 C -3.28 -1.51 -0.56  -1.1980
13 C -1.80 1.74 -1.60  -0.5736
14 C 4.87 1.06 -0.94  0.3579
15 C 4.24 -1.19 -2.60  0.7141
16 C -1.65 1.62 -3.02  1.4107
17 C 4.69 -1.90 1.39  -1.3876
18 C -6.02 3.84 -6.35  -0.3980
19 C -2.75 1.87 -3.93  -0.8944
20 C -4.65 3.51 -4.36  0.6089
21 C -0.86 0.04 2.93  0.6311
22 C -1.36 -4.13 0.00  -1.3025
23 C -0.28 1.53 -3.55  -0.8484
24 C -5.33 4.65 -3.84  -0.5075
25 C 0.81 1.93 -2.67  -0.3223
26 C 3.85 -1.38 0.22  0.3030
27 C 6.04 1.82 -1.52  -1.4089
28 C -6.29 5.31 -4.61  -0.2933
29 C -5.02 3.12 -5.67  -0.3861
30 C 0.25 -2.73 -2.86  -0.1562
31 C -0.38 -2.97 0.05  0.4327
32 C 0.66 1.93 -1.28  -0.2777
33 C -3.65 2.81 -3.55  -0.2583
34 C -0.31 -2.74 -4.28  -1.2986
35 H 4.13 -0.27 -3.19  0.4283
36 H -2.33 -3.82 0.38  0.2809
37 H 4.86 -2.26 -4.38  0.3930
38 H 0.65 1.32 2.28  0.0992
39 H 0.53 -3.76 -2.56  0.5863
40 H -5.15 5.03 -2.82  0.3346
41 H -6.78 6.22 -4.22  0.3550
42 H -0.58 -2.31 0.90  -0.1178
43 H 4.97 -1.05 2.01  0.3866
44 H 5.93 2.89 -1.29  0.4035
45 H -2.77 2.04 -1.14  0.3617
46 H 0.67 -3.31 0.10  0.3817
47 H -4.60 2.24 -6.14  0.3119
48 H 4.68 1.37 0.10  0.4683
49 H -1.46 -4.57 -1.00  0.3150
50 H -1.00 -4.91 0.67  0.4500
51 H 4.14 -2.62 1.99  0.3753
52 H 5.61 -2.38 1.06  0.4027
53 H 3.98 1.31 -1.54  -0.3219
54 H -3.62 3.16 -2.50  0.1850
55 H 0.70 0.83 3.96  0.1934
56 H 6.20 -1.85 -3.31  0.3961
57 H -3.87 -2.35 -0.17  0.3970
58 H 7.01 1.49 -1.12  0.3786
59 H -2.17 -1.01 4.10  0.2470
60 H -2.71 -1.06 0.27  0.1626
61 H 1.70 2.26 -3.20  0.6330
62 H -0.98 2.02 0.27  0.6463
63 H -2.74 -2.82 -2.21  0.6930
64 H -0.49 -1.76 -4.73  0.2214
65 H -2.54 -1.11 -2.55  0.5271
66 H -4.00 -0.77 -0.93  0.3498
67 H 0.43 -3.22 -4.93  0.4468
68 H 1.19 -2.16 -2.88  -0.2614
69 H 6.02 1.69 -2.60  0.3321
70 H 3.18 -0.57 0.54  0.0252
71 H -0.74 -0.42 4.97  0.1563
72 H 5.11 -3.17 -2.86  0.3632
73 H 3.24 -2.18 -0.23  0.1957
74 H -6.32 3.57 -7.36  0.3760
75 H -1.22 -3.33 -4.38  0.3303
76 H 3.25 -1.62 -2.40  -0.7052
77 H -2.74 1.44 -4.94  0.4164
78 H -0.14 1.19 -4.60  0.5923

Calculated values
- total charge = +2
- E (eV) = -157183.371
- relative energy (zero: lowest compared OMol25 entry of this formula, charge and spin) (kcal per mole) = 62.9
- E_HOMO (alpha / beta) (Eh) = -0.47938 / -0.47948
- multiplicity = 5
- gap between HOMO and LUMO (alpha / beta) (eV) = 7.8 / 3.8



Entry 6:
Formula: C6H18KO6
Source: OMol25
Level of theory: ωB97M-V/def2-TZVPD

Each line ends with the Mulliken charge.
Geometry (Å):
1 K -0.79 -0.72 -0.36  0.9374
2 O -4.90 2.59 0.48  -0.5331
3 O 1.84 -1.69 -0.47  -0.4503
4 O -2.86 0.72 0.77  -0.4390
5 O 0.67 1.65 0.56  -0.5018
6 O 2.71 -4.22 1.09  -0.4669
7 O 3.18 1.14 -0.98  -0.4736
8 C -4.97 1.35 -0.23  -0.3836
9 C -4.19 0.28 0.50  -0.4211
10 C 1.11 2.36 -0.60  -0.4731
11 C 1.91 1.49 -1.54  0.0607
12 C 3.18 -2.20 -0.19  -0.4413
13 C 3.27 -2.93 1.12  -0.3717
14 H 3.86 -1.35 -0.21  0.3409
15 H 4.32 -3.07 1.36  0.3519
16 H 1.44 1.34 1.06  0.3101
17 H -4.57 1.53 -1.22  0.2622
18 H 1.37 0.55 -1.71  -0.1175
19 H -4.72 -0.01 1.41  0.3058
20 H 2.85 -2.31 1.92  0.2394
21 H 1.77 -4.20 0.90  0.2700
22 H 1.71 3.24 -0.33  0.2511
23 H -5.19 2.44 1.39  0.3182
24 H 1.30 -2.45 -0.71  0.2963
25 H 3.48 -2.85 -1.02  0.2678
26 H 0.21 2.75 -1.08  0.3467
27 H 3.01 0.56 -0.23  0.2002
28 H 2.11 2.02 -2.47  0.3975
29 H -2.94 1.58 1.20  0.3089
30 H -4.13 -0.63 -0.11  0.2853
31 H -6.03 1.07 -0.32  0.3226

Calculated values
- total charge = +1
- E (eV) = -35117.781
- relative energy (zero: lowest compared OMol25 entry of this formula, charge and spin) (kcal per mole) = 21.5
- E_HOMO (Eh) = -0.49638
- multiplicity = 1
- gap between HOMO and LUMO (eV) = 9.8



> Look up the E of the first one.

-48917.527 eV



> Which of these has the highest E?

C3H7N3O2



> Look up the multiplicity of the fifth one.

5